Entry 1:
DFT (the ωB97M-V functional and the def2-TZVPD basis) results for C9H12CrN2O5 as an isolated structure.

Maximum force (eV Å⁻¹): 9.88
Net charge: +2
Gap between HOMO and LUMO (spin up / spin down) (Ha): 0.297 / 0.218
Highest occupied orbital energy (spin up / spin down) (eV): -16.32 / -16.28
2S+1: 5
LUMO level (spin up / spin down) (eV): -8.2 / -10.4

Geometry (Å):
O (0.130, -2.787, -2.095)
C (0.424, -1.671, -2.232)
Cr (0.672, 0.250, -2.246)
O (-2.263, 0.319, -3.858)
C (-1.194, 0.260, -3.445)
C (1.892, 0.392, -3.638)
O (2.651, 0.497, -4.520)
C (0.261, 2.141, -2.089)
O (-0.079, 3.248, -1.982)
C (1.973, 0.246, -0.189)
N (1.031, 0.088, 0.928)
C (1.583, 0.036, 2.276)
C (-0.276, -0.030, 0.584)
O (-0.593, 0.064, -0.642)
N (-1.315, -0.259, 1.426)
C (-1.339, -0.457, 2.867)
C (-2.600, -0.406, 0.779)
H (2.974, 0.322, 0.248)
H (1.778, 1.185, -0.749)
H (1.960, -0.643, -0.853)
H (1.142, 0.811, 2.910)
H (1.445, -0.955, 2.723)
H (2.658, 0.226, 2.209)
H (-1.953, 0.326, 3.337)
H (-1.802, -1.431, 3.088)
H (-0.341, -0.433, 3.305)
H (-2.881, 0.508, 0.237)
H (-2.596, -1.241, 0.067)
H (-3.342, -0.604, 1.554)

Forces on atoms 1 to 2 (eV/Å):
O 1.3639 5.2766 -0.6618
C -1.4289 -8.1928 0.3975

***

Entry 2:
DFT (the ωB97M-V functional and the def2-TZVPD basis) results for one molecule with the formula C9H12F2N2.

Maximum force (eV Å⁻¹): 5.95
Gap between HOMO and LUMO (spin up / spin down) (Ha): 0.258 / 0.272
Highest occupied orbital energy (spin up / spin down) (eV): -6.27 / -9.34
2S+1: 3
LUMO level (spin up / spin down) (eV): 0.8 / -1.9

Geometry (Å):
C (-4.617, 2.618, -0.992)
C (-4.676, 1.581, -0.398)
C (-3.258, 0.297, 1.031)
C (2.067, 0.933, -1.107)
C (1.392, 1.106, 1.467)
C (-0.073, 2.135, -0.378)
C (-4.638, 0.332, 0.526)
C (0.137, -0.343, -0.100)
C (0.899, 0.975, -0.030)
N (-2.163, -0.026, 0.679)
N (-1.030, -0.451, 0.842)
F (-4.961, -0.826, -0.243)
F (-0.384, -0.470, -1.313)
H (-4.436, 3.412, -1.653)
H (1.652, 0.907, -2.074)
H (2.690, 0.035, -1.056)
H (2.768, 1.672, -1.100)
H (0.417, 1.251, 2.027)
H (1.906, 0.207, 1.918)
H (1.916, 2.039, 1.554)
H (0.343, 3.120, -0.146)
H (-1.125, 2.072, 0.063)
H (-0.321, 2.320, -1.389)
H (-5.362, 0.291, 1.240)
H (0.795, -1.297, 0.155)

Forces on atoms 1 to 2 (eV/Å):
C 0.2437 -0.5822 -0.1303
C -0.5940 -1.6404 1.8129

***

Entry 3:
DFT (the ωB97M-V functional and the def2-TZVPD basis) results for a 2-piece molecular cluster, C9H12FNO6P2 overall.

SMILES: O=C=N[PH](F)(CC(=O)c1ccccc1)P(=O)(O)O.O
Maximum force (eV Å⁻¹): 7.42
Gap between HOMO and LUMO (Ha): 0.290
Highest occupied orbital energy (eV): -8.98
2S+1: 1
LUMO level (eV): -1.1

Geometry (Å):
O (2.440, -1.400, 2.060)
C (3.271, -1.101, 1.160)
N (3.842, -0.728, 0.059)
P (2.641, -0.649, -1.282)
F (3.171, -2.226, -1.761)
C (0.906, -1.355, -1.017)
C (-0.266, -0.589, -1.798)
O (-0.229, -0.282, -3.036)
C (-1.598, -0.234, -0.949)
C (-2.716, 0.730, -1.525)
C (-4.040, 1.052, -0.716)
C (-4.272, 0.456, 0.721)
C (-3.190, -0.495, 1.318)
C (-1.894, -0.842, 0.481)
P (2.099, 1.359, -0.576)
O (0.915, 1.410, 0.405)
O (3.486, 2.007, 0.245)
O (1.906, 2.353, -1.962)
H (3.089, -0.061, -2.508)
H (0.723, -1.426, 0.111)
H (0.915, -2.444, -1.421)
H (-2.647, 1.226, -2.558)
H (-4.872, 1.718, -1.131)
H (-5.198, 0.678, 1.371)
H (-3.306, -0.967, 2.370)
H (-1.170, -1.584, 0.999)
H (3.508, 1.683, 1.173)
H (1.069, 2.874, -1.856)
O (0.090, -0.429, 3.779)
H (0.842, -0.955, 3.474)
H (0.486, 0.221, 4.373)

Forces on atoms 1 to 2 (eV/Å):
O 5.6672 1.5252 -4.5348
C -3.7873 -0.0691 -0.6391